{"formula": "C6H14BN4O5P", "method": "wB97M-V/def2-TZVPD", "symbols": ["C", "N", "C", "C", "N", "C", "N", "B", "C", "O", "C", "P", "O", "H", "H", "H", "H", "H", "H", "H", "H", "H", "H", "H", "H", "H", "H", "N", "O", "O", "O"], "xyz": [[-1.339, 1.453, 2.613], [-0.352, 0.432, 3.090], [-0.398, -0.840, 2.302], [-0.623, -0.468, 0.761], [-1.787, -0.703, -0.070], [-1.435, -0.143, -1.346], [-0.131, 0.428, -1.323], [0.677, 1.155, -2.359], [1.161, 0.575, -3.792], [1.101, 2.502, -2.013], [0.500, 0.256, -0.005], [2.216, 0.833, 0.564], [2.846, -0.086, 1.634], [-0.894, 2.111, 1.775], [-2.362, 1.024, 2.339], [-1.529, 2.159, 3.512], [0.577, 0.843, 2.867], [0.583, -1.426, 2.464], [-1.236, -1.505, 2.715], [-2.643, -1.164, 0.272], [-2.142, -0.138, -2.239], [1.546, 1.477, -4.407], [2.000, -0.197, -3.676], [0.340, 0.086, -4.416], [1.598, 2.893, -2.767], [3.122, 1.036, -0.542], [1.985, 2.107, 1.223], [-0.844, -3.678, 0.205], [-0.637, -4.226, -0.890], [-2.000, -3.308, 0.510], [0.097, -3.487, 0.997]], "homo_lumo_gap_ev": 6.57, "lumo_energy_ha": -0.041, "energy_ha": -1198.26716}

***

{"formula": "C6H14BrN2", "method": "wB97M-V/def2-TZVPD", "symbols": ["C", "C", "C", "C", "C", "C", "N", "N", "Br", "H", "H", "H", "H", "H", "H", "H", "H", "H", "H", "H", "H", "H", "H"], "xyz": [[-0.248, 0.318, 0.567], [-1.310, 1.283, -2.830], [0.638, -2.450, 0.531], [1.938, -0.885, 2.016], [-1.330, 1.599, -1.317], [0.609, -1.341, 1.487], [-0.834, 0.384, -0.600], [-0.368, 1.379, 1.371], [-0.600, -1.464, 2.918], [-0.601, 0.479, -2.899], [-2.290, 0.984, -3.153], [-1.132, 2.265, -3.321], [-0.050, -2.350, -0.343], [0.297, -3.448, 0.848], [1.508, -2.658, -0.116], [2.500, -1.524, 2.710], [2.774, -0.962, 1.242], [1.950, 0.146, 2.499], [-0.641, 2.332, -1.004], [-2.353, 1.880, -1.009], [-1.248, -0.509, -1.027], [0.200, 1.470, 2.178], [-1.121, 2.149, 1.013]], "homo_lumo_gap_ev": [6.71, 6.54], "lumo_energy_ha": [-0.119, -0.281], "e_above_lowest_kj_mol": 60.2, "charge": 1, "energy_ha": -2920.05133, "multiplicity": 3}

***

{"formula": "C6H14BrP", "method": "wB97M-V/def2-TZVPD", "symbols": ["C", "C", "C", "C", "C", "C", "P", "Br", "H", "H", "H", "H", "H", "H", "H", "H", "H", "H", "H", "H", "H", "H"], "xyz": [[1.287, -2.645, 0.956], [-3.004, 2.047, -0.112], [1.959, 0.915, -0.621], [1.604, -1.748, -0.232], [-1.516, 1.651, 0.011], [1.659, -0.327, 0.257], [-1.394, -0.046, 0.905], [-1.993, -1.144, -1.012], [2.098, -2.751, 1.549], [0.414, -2.222, 1.490], [0.831, -3.460, 0.527], [-3.639, 1.192, -0.713], [-3.588, 2.154, 0.765], [-3.294, 3.026, -0.540], [1.297, 1.588, -0.174], [2.986, 1.067, -0.605], [1.677, 0.613, -1.720], [0.757, -1.958, -1.028], [2.522, -1.973, -0.655], [-1.016, 2.393, 0.585], [-1.194, 1.608, -0.961], [1.547, 0.020, 1.327]], "homo_lumo_gap_ev": [8.34, 6.81], "lumo_energy_ha": [0.014, -0.030], "e_above_lowest_kj_mol": 386.8, "energy_ha": -3152.23584}

***

{"formula": "C6H14CaO4", "method": "wB97M-V/def2-TZVPD", "symbols": ["C", "O", "C", "C", "O", "C", "C", "O", "C", "Ca", "H", "H", "H", "H", "H", "H", "H", "H", "H", "H", "H", "H", "H", "O", "H"], "xyz": [[2.472, -0.462, -0.923], [1.459, -1.315, -0.485], [1.478, -1.543, 0.952], [0.226, -2.332, 1.317], [-0.829, -1.455, 1.675], [-2.046, -0.187, -0.411], [-1.654, 1.271, -0.278], [-0.366, 1.381, 0.320], [0.255, 2.637, 0.117], [0.389, 0.152, 2.113], [2.297, -0.234, -1.983], [2.471, 0.490, -0.363], [3.467, -0.931, -0.821], [2.388, -2.133, 1.169], [0.468, -3.043, 2.135], [-0.098, -2.964, 0.458], [-2.670, -0.405, 0.470], [-1.172, -0.726, -0.817], [-2.389, 1.804, 0.348], [-1.615, 1.745, -1.272], [1.236, 2.601, 0.608], [0.374, 2.822, -0.961], [-0.340, 3.442, 0.572], [-3.114, -0.364, -1.533], [-2.685, -0.251, -2.406]], "homo_lumo_gap_ev": [3.36, 6.12], "lumo_energy_ha": [0.116, 0.116], "charge": -1, "energy_ha": -1215.46451, "multiplicity": 2}

***

{"formula": "C6H14ClN2O2", "method": "wB97M-V/def2-TZVPD", "symbols": ["Cl", "C", "C", "O", "N", "C", "H", "H", "H", "H", "H", "H", "H", "C", "C", "O", "N", "C", "H", "H", "H", "H", "H", "H", "H"], "xyz": [[2.425, -0.614, -1.287], [-0.287, 0.228, 1.398], [0.363, -0.649, 2.441], [-0.099, -0.780, 3.572], [1.488, -1.265, 2.027], [2.364, -1.955, 2.940], [0.416, 0.978, 1.036], [-1.170, 0.712, 1.808], [-0.605, -0.367, 0.541], [1.884, -1.065, 1.114], [3.321, -1.424, 2.966], [2.554, -2.977, 2.612], [1.933, -1.943, 3.936], [-1.557, 2.481, -1.032], [-1.833, 1.289, -1.930], [-2.958, 1.090, -2.376], [-0.760, 0.547, -2.256], [-0.759, -0.574, -3.159], [-2.028, 3.345, -1.492], [-0.490, 2.621, -0.876], [-2.037, 2.304, -0.069], [0.092, 0.596, -1.705], [-1.755, -0.840, -3.510], [-0.292, -1.398, -2.624], [-0.207, -0.342, -4.073]], "homo_lumo_gap_ev": 8.50, "lumo_energy_ha": 0.127, "e_above_lowest_kj_mol": 24.8, "charge": -1, "energy_ha": -957.34952}

***

{"formula": "C6H14I2OP", "method": "wB97M-V/def2-TZVPD", "symbols": ["C", "C", "C", "O", "P", "C", "I", "C", "C", "H", "H", "H", "H", "H", "H", "H", "H", "H", "H", "H", "H", "H", "H", "I"], "xyz": [[-1.603, -2.356, -0.485], [-0.576, -2.472, -1.617], [0.044, -1.114, -1.969], [0.089, -0.239, -0.851], [1.562, -0.092, -0.117], [1.205, 0.933, 1.343], [-0.124, -0.054, 2.742], [0.747, 2.356, 1.033], [-0.638, 2.393, 0.355], [-1.134, -2.384, 0.496], [-2.191, -1.443, -0.578], [-2.309, -3.189, -0.540], [0.203, -3.180, -1.331], [-1.109, -2.836, -2.498], [1.038, -1.225, -2.417], [-0.591, -0.623, -2.712], [1.713, -1.342, 0.550], [2.156, 0.980, 1.882], [0.722, 2.923, 1.970], [1.525, 2.817, 0.419], [-1.166, 1.450, 0.488], [-0.548, 2.513, -0.727], [-1.261, 3.186, 0.769], [2.244, 2.996, 3.795]], "homo_lumo_gap_ev": 6.31, "lumo_energy_ha": 0.102, "e_above_lowest_kj_mol": 0.0, "charge": -1, "energy_ha": -1249.06478}

***

{"formula": "C6H14N2", "method": "wB97M-V/def2-TZVPD", "symbols": ["C", "C", "C", "C", "C", "N", "C", "N", "H", "H", "H", "H", "H", "H", "H", "H", "H", "H", "H", "H", "H", "H"], "xyz": [[2.382, 1.556, 1.139], [0.934, 1.113, 0.763], [0.949, 0.022, -0.308], [-0.411, -0.411, -0.818], [-1.023, -1.477, -0.288], [-2.210, -2.021, -0.749], [-1.033, 0.429, -1.893], [0.285, 0.646, 1.991], [2.435, 2.639, 1.013], [2.505, 1.477, 2.225], [3.084, 0.903, 0.624], [0.369, 1.973, 0.396], [1.548, 0.373, -1.162], [1.491, -0.858, 0.039], [-0.598, -1.995, 0.565], [-2.711, -2.787, -0.354], [-2.582, -1.818, -1.666], [-0.273, 1.024, -2.408], [-1.521, -0.128, -2.700], [-1.734, 1.191, -1.530], [-0.637, 0.258, 1.862], [0.884, -0.020, 2.469]], "homo_lumo_gap_ev": [2.45, 7.50], "lumo_energy_ha": [0.137, 0.133], "e_above_lowest_kj_mol": 0.0, "charge": -1, "energy_ha": -346.44785, "multiplicity": 2}

***

{"formula": "C6H14N2", "method": "wB97M-V/def2-TZVPD", "symbols": ["C", "C", "C", "N", "H", "H", "H", "H", "H", "H", "H", "C", "N", "C", "C", "H", "H", "H", "H", "H", "H", "H"], "xyz": [[-0.187, -0.440, -1.609], [-1.365, -1.362, -1.478], [-0.314, 2.333, -1.407], [-0.979, 1.387, -1.780], [0.037, -0.204, -2.643], [0.755, -0.806, -1.212], [0.515, 2.119, -0.525], [-0.529, 3.393, -1.517], [-1.186, -2.284, -2.042], [-1.566, -1.638, -0.442], [-2.262, -0.895, -1.884], [0.880, -1.024, 1.188], [0.844, -1.369, 2.615], [0.120, 0.236, 0.853], [0.726, 1.473, 0.918], [1.178, -0.592, 3.176], [-0.109, -1.558, 2.909], [0.486, -1.884, 0.645], [1.930, -0.914, 0.900], [-0.958, 0.182, 0.955], [0.181, 2.321, 1.317], [1.802, 1.528, 1.061]], "homo_lumo_gap_ev": 9.35, "lumo_energy_ha": 0.040, "e_above_lowest_kj_mol": 529.1, "energy_ha": -346.32562}